#P
ORCA calculation (ωB97M-V/def2-TZVPD) on a cluster of 2 separate species, CH3NO3S in total.

Computed properties:
LUMO level (spin up / spin down) in eV: -1.060 / -0.880
Net charge: 0
Gap between HOMO and LUMO (spin up / spin down) in eV: 7.7 / 7.7

Each line ends with the Löwdin charge.
Atoms and positions in Å:
C1 -1.568 -0.036 0.018  -0.14
N1 0.611 2.163 -0.343  0.10
O1 1.747 -1.380 0.545  -0.43
O2 0.749 1.067 0.068  -0.44
O3 -1.319 -1.213 -0.056  0.00
S1 2.026 -0.291 -0.635  0.86
H1 -1.632 0.497 -0.955  0.09
H2 -1.468 0.603 0.796  0.04
H3 0.854 -1.409 0.562  -0.08

#Q
ORCA calculation (ωB97M-V/def2-TZVPD) on a structure of composition CH3NO3S.

Computed properties:
LUMO level in eV: 0.472
Net charge: 0
Gap between HOMO and LUMO in eV: 11.2

Each line ends with the Löwdin charge.
Atoms and positions in Å:
C1 -0.704 0.524 -0.390  -0.07
N1 -0.733 -1.147 -0.021  -0.09
O1 1.911 0.775 -0.961  -0.26
O2 1.240 0.543 1.444  -0.26
O3 0.602 -1.365 -0.268  -0.26
S1 1.035 0.293 0.045  0.70
H1 -1.277 0.513 -1.312  0.10
H2 -1.120 0.925 0.519  0.07
H3 -0.954 -1.062 0.943  0.06

Relative energies, in kJ/mol, with the most stable structure set to zero: #P 214.9; #Q 0.0.

#P
ORCA calculation (ωB97M-V/def2-TZVPD) on a cluster of 2 separate species, CH3NO3S in total.

Computed properties:
LUMO level in eV: 0.662
Net charge: 0
Gap between HOMO and LUMO in eV: 11.1

Each line ends with the Löwdin charge.
Atoms and positions in Å:
C1 1.779 0.190 1.556  0.01
N1 0.671 -0.116 -0.983  -0.24
O1 1.236 -0.095 2.508  0.06
O2 -1.423 0.174 0.648  -0.32
O3 -1.764 -0.430 -1.605  -0.47
S1 -0.805 -0.840 -0.628  0.84
H1 -1.843 0.819 0.090  0.01
H2 0.802 0.933 -1.205  0.12
H3 1.347 -0.635 -0.380  -0.01

#Q
ORCA calculation (ωB97M-V/def2-TZVPD) on an isolated molecule of CH3NO3S.

Computed properties:
LUMO level in eV: 0.409
Net charge: 0
Gap between HOMO and LUMO in eV: 10.2

Each line ends with the Löwdin charge.
Atoms and positions in Å:
C1 0.241 0.349 0.313  -0.76
N1 0.136 0.539 1.672  0.15
O1 -0.906 -0.112 -0.216  -0.27
O2 1.220 0.519 -0.318  0.09
O3 0.925 -1.425 -1.380  -0.50
S1 -0.523 -1.256 -1.493  1.00
H1 -0.798 0.176 2.011  0.13
H2 0.465 1.439 2.001  0.11
H3 -0.760 -0.229 -2.591  0.05

Relative energies, in kJ/mol, with the most stable structure set to zero: #P 0.0; #Q 19.5.

#P
ORCA calculation (ωB97M-V/def2-TZVPD) on a structure of composition CBrClFO2S.

Computed properties:
LUMO level (spin up / spin down) in eV: 1.425 / 1.421
Net charge: -1
Gap between HOMO and LUMO (spin up / spin down) in eV: 6.1 / 6.1

Each line ends with the Löwdin charge.
Atoms and positions in Å:
C1 -0.425 -0.335 0.342  -1.18
O1 -0.786 1.241 -1.675  -0.58
O2 0.701 2.119 0.181  -0.49
F1 -0.277 -3.229 -0.298  -0.77
S1 -0.542 1.467 -0.204  0.59
Cl1 -0.793 -0.410 2.063  0.48
Br1 -1.520 -1.333 -0.682  0.95

#Q
ORCA calculation (ωB97M-V/def2-TZVPD) on a cluster of 2 separate species, CBrClFO2S in total.

Computed properties:
LUMO level (spin up / spin down) in eV: -0.066 / -0.316
Net charge: -1
Gap between HOMO and LUMO (spin up / spin down) in eV: 3.6 / 3.3

Each line ends with the Löwdin charge.
Atoms and positions in Å:
C1 0.816 -0.269 0.060  -0.68
O1 -1.107 1.625 -0.783  -0.38
O2 -1.624 -0.058 0.971  -0.41
F1 1.399 -0.067 -1.132  -0.07
S1 -0.938 0.226 -0.265  0.78
Cl1 3.509 -2.025 -3.664  -0.95
Br1 0.909 -2.124 0.626  0.71

Relative energies, in kJ/mol, with the most stable structure set to zero: #P 84.6; #Q 0.0.

#P
ORCA calculation (ωB97M-V/def2-TZVPD) on an isolated molecule of C2H5NO2.

Computed properties:
LUMO level in eV: 0.381
Net charge: 0
Gap between HOMO and LUMO in eV: 9.7

Each line ends with the Löwdin charge.
Atoms and positions in Å:
C1 -0.428 1.151 0.077  -0.02
N1 -0.157 -0.299 -0.132  -0.32
O1 -1.164 -1.046 0.141  -0.06
C2 1.092 -0.772 0.068  -0.35
O2 2.084 -0.105 -0.017  0.03
H1 -0.828 1.309 1.078  0.08
H2 -1.078 1.740 -0.762  0.13
H3 0.597 1.600 -0.070  0.09
H4 -1.221 -1.675 -0.822  0.24
H5 1.104 -1.902 0.438  0.17

#Q
ORCA calculation (ωB97M-V/def2-TZVPD) on a cluster of 2 separate species, C2H5NO2 in total.

Computed properties:
LUMO level in eV: -0.577
Net charge: 0
Gap between HOMO and LUMO in eV: 8.6

Each line ends with the Löwdin charge.
Atoms and positions in Å:
C1 -0.605 0.957 -0.862  0.00
C2 0.534 0.387 -0.371  -0.34
O1 1.123 0.997 0.701  -0.08
H1 -0.865 1.913 -0.556  0.03
H2 -0.936 0.712 -1.892  0.07
H3 1.060 -0.619 -0.710  0.15
H4 1.797 0.357 1.209  0.17
N1 -0.433 -1.218 1.009  0.02
O2 -0.210 -2.385 0.595  -0.09
H5 -1.466 -1.100 0.877  0.08

#R
ORCA calculation (ωB97M-V/def2-TZVPD) on an isolated molecule of C2H5NO2.

Computed properties:
LUMO level in eV: 0.266
Net charge: 0
Gap between HOMO and LUMO in eV: 9.9

Each line ends with the Löwdin charge.
Atoms and positions in Å:
N1 -0.221 0.462 1.041  -0.04
C1 0.279 0.490 -0.329  -0.18
C2 0.041 -0.896 -0.926  -0.58
O1 0.311 -1.035 -2.156  0.01
O2 -0.576 -1.661 -0.078  0.07
H1 -1.166 0.931 1.186  0.13
H2 0.376 0.977 1.905  0.20
H3 1.485 0.441 -0.366  0.18
H4 -0.150 1.205 -1.019  0.12
H5 -0.378 -0.915 0.743  0.09

#S
ORCA calculation (ωB97M-V/def2-TZVPD) on an isolated molecule of C2H5NO2.

Computed properties:
LUMO level in eV: 0.825
Net charge: 0
Gap between HOMO and LUMO in eV: 10.0

Each line ends with the Löwdin charge.
Atoms and positions in Å:
O1 1.675 0.414 -0.380  0.00
C1 0.468 0.071 0.251  -0.37
C2 -0.646 -0.865 -0.119  -0.11
O2 -1.426 0.312 -0.442  -0.13
N1 -0.449 1.236 0.013  0.03
H1 1.786 0.237 -1.321  0.10
H2 0.703 -0.026 1.281  0.13
H3 -0.481 -1.583 -0.972  0.14
H4 -0.916 -1.400 0.743  0.10
H5 -0.713 1.605 0.946  0.12

Relative energies, in kJ/mol, with the most stable structure set to zero: #P 188.0; #Q 344.9; #R 0.0; #S 226.0.

#P
ORCA calculation (ωB97M-V/def2-TZVPD) on an isolated molecule of C2H5NO2.

Computed properties:
LUMO level in eV: 0.914
Net charge: 0
Gap between HOMO and LUMO in eV: 9.4

Each line ends with the Löwdin charge.
Atoms and positions in Å:
N1 1.875 -0.022 0.082  0.09
C1 0.830 -0.216 -0.699  -0.20
O1 -0.059 -1.032 -0.074  -0.11
C2 -1.258 -0.221 -0.270  -0.29
O2 -1.191 1.115 0.150  -0.04
H1 2.081 -0.540 0.931  0.11
H2 2.500 0.709 -0.215  0.09
H3 -1.473 -0.187 -1.340  0.12
H4 -1.978 -0.762 0.330  0.12
H5 -1.326 1.157 1.106  0.10

#Q
ORCA calculation (ωB97M-V/def2-TZVPD) on a structure of composition C2H5NO2.

Computed properties:
LUMO level in eV: 0.662
Net charge: 0
Gap between HOMO and LUMO in eV: 10.3

Each line ends with the Löwdin charge.
Atoms and positions in Å:
C1 -0.122 0.435 0.107  -0.62
C2 0.193 -1.349 -0.519  0.07
N1 0.889 1.314 -0.265  0.13
O1 -0.498 1.303 -0.843  0.04
O2 -0.679 0.377 1.356  0.03
H1 0.132 -1.935 0.321  -0.01
H2 1.218 -1.038 -0.751  0.04
H3 -0.539 -1.691 -1.300  0.06
H4 1.073 2.025 0.421  0.10
H5 -1.668 0.560 1.472  0.16

#R
ORCA calculation (ωB97M-V/def2-TZVPD) on a cluster of 2 separate species, C2H5NO2 in total.

Computed properties:
LUMO level (spin up / spin down) in eV: -0.373 / -0.374
Net charge: 0
Gap between HOMO and LUMO (spin up / spin down) in eV: 8.7 / 8.7

Each line ends with the Löwdin charge.
Atoms and positions in Å:
C1 0.064 -0.263 -1.038  0.00
C2 0.163 -0.661 0.275  -0.36
O1 1.361 -0.679 0.849  0.01
H1 0.970 -0.143 -1.564  0.04
H2 -0.911 -0.272 -1.595  0.07
H3 -0.858 -0.853 0.739  0.13
H4 1.299 -0.652 1.802  0.10
N1 -0.353 1.415 1.248  0.01
O2 -1.360 1.302 1.931  -0.06
H5 -0.467 1.824 0.355  0.04

#S
ORCA calculation (ωB97M-V/def2-TZVPD) on an isolated molecule of C2H5NO2.

Computed properties:
LUMO level in eV: 0.713
Net charge: 0
Gap between HOMO and LUMO in eV: 10.0

Each line ends with the Löwdin charge.
Atoms and positions in Å:
N1 -1.564 0.190 -0.126  0.01
C1 -0.421 -0.538 0.312  -0.22
C2 0.981 -0.077 0.020  -0.56
O1 1.813 -0.862 -0.219  0.13
O2 1.157 1.278 0.075  0.10
H1 -1.932 -0.181 -0.994  0.07
H2 -1.503 1.229 -0.184  0.10
H3 -0.274 -0.889 1.330  0.12
H4 -0.367 -1.519 -0.146  0.12
H5 2.110 1.370 -0.069  0.12

Relative energies, in kJ/mol, with the most stable structure set to zero: #P 212.9; #Q 397.0; #R 418.9; #S 0.0.

#P
ORCA calculation (ωB97M-V/def2-TZVPD) on an isolated molecule of C2H5NO2.

Computed properties:
LUMO level in eV: 0.978
Net charge: 0
Gap between HOMO and LUMO in eV: 10.6

Each line ends with the Löwdin charge.
Atoms and positions in Å:
N1 0.778 -1.461 -0.089  0.04
O1 0.669 -0.367 0.827  -0.20
C1 -0.472 0.417 0.575  -0.20
C2 -0.503 1.168 -0.743  -0.24
O2 0.216 0.991 -1.690  0.06
H1 1.638 -1.305 -0.611  0.09
H2 0.887 -2.293 0.486  0.08
H3 -1.389 -0.190 0.611  0.13
H4 -0.497 1.133 1.398  0.13
H5 -1.327 1.908 -0.762  0.12

#Q
ORCA calculation (ωB97M-V/def2-TZVPD) on a cluster of 2 separate species, C2H5NO2 in total.

Computed properties:
LUMO level in eV: 0.694
Net charge: 0
Gap between HOMO and LUMO in eV: 10.8

Each line ends with the Löwdin charge.
Atoms and positions in Å:
N1 0.471 2.411 1.586  0.10
C1 1.729 2.272 2.147  -0.40
O1 2.167 3.112 2.897  0.01
H1 0.334 1.881 0.736  0.08
H2 -0.273 2.986 1.905  0.09
H3 2.267 1.388 1.877  0.11
C2 -1.686 -3.501 -2.864  -0.14
O2 -0.944 -3.975 -2.034  -0.03
H4 -1.348 -2.534 -3.174  0.06
H5 -2.718 -4.041 -3.075  0.12

#R
ORCA calculation (ωB97M-V/def2-TZVPD) on an isolated molecule of C2H5NO2.

Computed properties:
LUMO level in eV: 0.593
Net charge: 0
Gap between HOMO and LUMO in eV: 10.4

Each line ends with the Löwdin charge.
Atoms and positions in Å:
N1 1.159 0.244 -0.231  0.00
C1 0.078 -0.568 0.145  -0.19
C2 -1.337 0.127 0.050  -0.56
O1 -2.292 -0.547 -0.193  0.10
O2 -1.205 1.423 -0.046  0.10
H1 1.651 -0.108 -1.005  0.08
H2 1.829 0.314 0.502  0.08
H3 0.249 -0.975 1.109  0.11
H4 0.057 -1.445 -0.527  0.13
H5 -0.189 1.535 0.196  0.15

Relative energies, in kJ/mol, with the most stable structure set to zero: #P 210.3; #Q 99.3; #R 0.0.